No. 1
Formula: C3H7NOP2
Source: the Open Molecules 2025 dataset
Level of theory: ωB97M-V with the def2-TZVPD basis set

The geometry in ORCA input format:
```
! wB97M-V def2-TZVPD RIJCOSX def2/J DEFGRID3
* xyz 0 1
C 2.41 -0.36 -0.10
C 1.49 0.78 -0.19
C 0.36 0.93 0.76
N -2.04 -0.16 -0.36
O 1.44 -0.29 -1.10
P -1.51 1.28 -0.45
P -3.05 -1.38 -0.82
H 3.44 -0.26 -0.43
H 2.24 -1.11 0.66
H 1.87 1.70 -0.61
H 0.47 1.79 1.40
H 0.11 0.02 1.30
H -2.93 -2.10 0.39
H -4.30 -0.84 -0.45
*
```

The molar mass comes out at 135.0 g/mol. Its strongest force on any atom is 2.9 eV/Å. Its SMILES is P/N=P/C[C@H]1CO1. The electronic energy comes out at -25336.3680 eV.


No. 2
Formula: C6H10N2O3S
Source: the Open Molecules 2025 dataset
Level of theory: ωB97M-V with the def2-TZVPD basis set

The geometry in ORCA input format:
```
! wB97M-V def2-TZVPD RIJCOSX def2/J DEFGRID3
* xyz 0 1
C -1.41 -0.66 1.45
C -0.30 0.10 1.74
C -1.88 -1.04 0.18
C -1.77 0.16 -0.97
C -0.86 1.25 -0.78
C 0.80 0.25 0.91
N 1.85 1.08 1.19
N 1.71 -0.15 -1.65
O -2.54 -1.98 -0.17
O 2.59 -1.49 0.26
O 0.29 -1.95 -0.53
S 1.33 -1.02 -0.23
H -2.14 -0.81 2.24
H -0.26 0.62 2.69
H -1.54 -0.43 -1.86
H -2.81 0.47 -0.97
H 0.04 1.35 -1.35
H -1.15 2.08 -0.16
H 2.63 1.06 0.56
H 1.72 1.89 1.77
H 2.65 -0.39 -1.93
H 1.06 -0.39 -2.38
*
```

The molar mass comes out at 190.2 g/mol. Its strongest force on any atom is 1.5 eV/Å. The electronic energy comes out at -26338.0367 eV.


No. 3
Formula: C48H132O18
Source: the Open Molecules 2025 dataset
Level of theory: ωB97M-V with the def2-TZVPD basis set

The geometry in ORCA input format:
```
! wB97M-V def2-TZVPD RIJCOSX def2/J DEFGRID3
* xyz 0 1
O -5.83 -4.65 -1.73
H -6.28 -4.51 -2.56
H -5.08 -4.05 -1.76
O -2.45 3.94 -1.34
H -2.94 4.70 -1.67
H -1.59 4.30 -1.11
C -5.35 1.09 -0.06
C -4.54 0.97 -1.35
C -5.06 1.90 -2.47
O -3.17 1.28 -1.13
H -6.29 0.55 -0.07
H -5.59 2.10 0.26
H -4.75 0.66 0.74
H -4.63 -0.04 -1.74
H -6.08 1.70 -2.78
H -4.43 1.76 -3.35
H -4.95 2.93 -2.14
H -3.07 2.24 -1.09
C 3.09 -3.45 -5.75
C 1.74 -3.00 -5.26
C 0.96 -2.14 -6.26
O 0.99 -4.12 -5.03
H 3.02 -4.19 -6.55
H 3.82 -3.73 -5.00
H 3.62 -2.66 -6.28
H 1.77 -2.37 -4.37
H 1.24 -1.09 -6.18
H -0.11 -2.26 -6.09
H 1.11 -2.54 -7.26
H 1.39 -4.71 -4.38
C -3.01 -3.75 -4.52
C -2.56 -2.64 -3.52
C -2.65 -1.23 -4.00
O -3.27 -2.76 -2.31
H -2.93 -4.76 -4.14
H -2.38 -3.67 -5.40
H -4.00 -3.65 -4.98
H -1.50 -2.86 -3.41
H -3.67 -0.96 -4.29
H -2.06 -0.94 -4.87
H -2.56 -0.48 -3.21
H -2.87 -2.21 -1.64
C 2.97 -3.13 -1.52
C 4.41 -3.28 -1.85
C 5.35 -2.50 -0.90
O 4.90 -4.64 -1.86
H 2.34 -3.83 -2.06
H 2.63 -2.11 -1.71
H 2.80 -3.32 -0.46
H 4.52 -3.02 -2.90
H 5.28 -2.85 0.13
H 5.13 -1.44 -0.76
H 6.38 -2.58 -1.25
H 4.37 -5.17 -2.46
C -1.56 -5.70 -0.86
C -0.18 -5.18 -1.16
C 0.85 -5.79 -0.23
O 0.10 -5.63 -2.45
H -2.29 -5.51 -1.64
H -2.01 -5.25 0.03
H -1.66 -6.79 -0.79
H -0.06 -4.10 -1.11
H 1.91 -5.62 -0.43
H 0.75 -6.88 -0.21
H 0.72 -5.50 0.81
H -0.49 -5.27 -3.12
C -4.49 2.75 7.01
C -4.12 1.35 6.55
C -4.92 0.26 7.30
O -4.31 1.23 5.15
H -5.53 2.91 6.71
H -4.03 3.54 6.42
H -4.37 2.91 8.08
H -3.06 1.22 6.80
H -5.98 0.25 7.08
H -4.77 0.18 8.38
H -4.49 -0.71 7.05
H -3.73 1.89 4.75
C 3.36 2.64 -1.33
C 2.43 2.42 -0.11
C 3.07 1.55 0.99
O 2.14 3.62 0.50
H 2.93 3.44 -1.93
H 3.55 1.75 -1.93
H 4.34 3.04 -1.08
H 1.51 1.94 -0.43
H 3.90 2.03 1.50
H 3.19 0.49 0.78
H 2.33 1.40 1.78
H 2.91 3.93 0.97
C -2.75 2.93 2.08
C -1.87 2.51 3.26
C -0.44 2.95 3.09
O -2.45 3.23 4.33
H -3.76 2.53 2.06
H -2.35 2.71 1.09
H -3.04 3.97 1.95
H -1.92 1.44 3.47
H 0.20 2.34 3.74
H -0.26 4.00 3.32
H -0.06 2.73 2.09
H -2.39 4.17 4.14
C 0.71 -3.24 3.60
C 2.17 -3.69 3.82
C 3.09 -2.50 3.92
O 2.20 -4.38 5.06
H 0.56 -2.81 2.61
H 0.52 -2.47 4.36
H 0.03 -4.09 3.65
H 2.52 -4.26 2.96
H 4.10 -2.84 4.16
H 2.81 -1.78 4.68
H 3.16 -2.04 2.93
H 2.72 -5.19 5.06
C 4.02 0.15 -8.59
C 4.05 0.87 -7.25
C 2.78 1.80 -7.17
O 4.00 0.00 -6.15
H 4.82 -0.58 -8.65
H 4.16 0.86 -9.41
H 3.07 -0.36 -8.73
H 4.91 1.54 -7.19
H 1.81 1.31 -7.11
H 2.85 2.51 -7.99
H 2.76 2.46 -6.30
H 3.78 0.48 -5.35
C 0.08 0.03 5.45
C 0.87 1.13 6.16
C -0.09 1.75 7.23
O 1.96 0.71 6.91
H -0.16 -0.68 6.24
H 0.62 -0.58 4.72
H -0.90 0.33 5.09
H 1.28 1.90 5.51
H 0.36 2.61 7.71
H -0.36 1.08 8.05
H -1.01 2.03 6.70
H 2.25 1.41 7.51
C -2.77 -1.72 4.54
C -3.42 -3.01 4.16
C -3.28 -3.24 2.62
O -2.78 -4.05 4.78
H -2.65 -1.63 5.62
H -3.29 -0.82 4.22
H -1.74 -1.66 4.21
H -4.47 -2.94 4.45
H -2.24 -3.10 2.30
H -3.78 -2.45 2.05
H -3.74 -4.16 2.28
H -2.88 -3.96 5.73
C 1.87 6.13 -1.61
C 0.39 5.87 -1.49
C -0.39 6.47 -2.63
O 0.21 4.48 -1.62
H 2.10 7.18 -1.80
H 2.33 5.48 -2.35
H 2.28 5.93 -0.62
H -0.03 6.13 -0.52
H -0.36 7.56 -2.61
H -1.44 6.21 -2.73
H 0.12 6.15 -3.54
H 0.75 4.05 -0.95
C 3.76 3.46 4.71
C 4.91 2.51 4.47
C 4.41 1.11 4.26
O 5.71 2.92 3.47
H 4.10 4.49 4.83
H 3.10 3.20 5.54
H 3.12 3.42 3.83
H 5.64 2.55 5.28
H 4.02 0.72 5.20
H 5.13 0.46 3.77
H 3.56 1.09 3.57
H 6.35 2.23 3.29
C 0.14 -0.60 -1.35
C -0.58 -1.10 -0.07
C -0.37 -0.12 1.08
O -2.01 -1.09 -0.30
H -0.27 0.36 -1.66
H -0.05 -1.29 -2.17
H 1.19 -0.31 -1.26
H -0.24 -2.08 0.26
H 0.55 -0.38 1.60
H -1.14 -0.31 1.82
H -0.45 0.93 0.78
H -2.32 -0.19 -0.44
C -1.07 2.21 -5.96
C -0.97 2.45 -4.47
C 0.39 2.06 -3.87
O -1.19 3.82 -4.12
H -1.99 2.61 -6.39
H -1.14 1.12 -6.04
H -0.19 2.52 -6.51
H -1.77 1.86 -4.01
H 0.54 2.07 -2.79
H 1.22 2.67 -4.23
H 0.78 1.16 -4.35
H -1.11 3.93 -3.17
*
```

The molar mass comes out at 997.6 g/mol. Its strongest force on any atom is 4.3 eV/Å. The electronic energy comes out at -88769.2259 eV.


No. 4
Formula: C6H8O2
Source: the Open Molecules 2025 dataset
Level of theory: ωB97M-V with the def2-TZVPD basis set

The geometry in ORCA input format:
```
! wB97M-V def2-TZVPD RIJCOSX def2/J DEFGRID3
* xyz 0 1
C -2.26 -1.87 -0.22
C -1.99 -0.71 -0.11
C 0.25 1.03 -0.87
C -1.55 0.60 0.41
C 0.96 0.59 0.45
C 1.81 -0.61 0.27
O -1.02 1.41 -0.53
O -0.12 0.37 1.32
H -2.49 -2.82 -0.44
H 0.61 1.98 -1.33
H 0.21 0.03 -1.45
H -2.18 1.28 1.07
H 1.38 1.58 0.80
H 1.30 -1.52 0.17
H 2.51 -0.75 1.03
H 2.57 -0.57 -0.54
*
```

The molar mass comes out at 112.1 g/mol. Its strongest force on any atom is 3.3 eV/Å. Its SMILES is C#C[C@@H]1OC[C@H](C)O1. The electronic energy comes out at -10442.2497 eV.


Question: Among the records above, which one has the lowest electronic energy?
Answer: C48H132O18


Question: Which formula does entry 2 have?
Answer: C6H10N2O3S


Question: Number 1 is which compound?
Answer: C3H7NOP2